10
Properties=species:S:1:pos:R:3:forces:R:3 method="wB97M-V/def2-TZVPD" total_charge=0 smiles="[H]/N=C(/C)OO"
O 1.04356 -0.79735 0.09655 -2.2715 0.6648 -0.0870
O 2.19833 -0.00237 0.17747 -0.2035 2.0228 0.5357
N 0.07547 1.48308 -0.12707 -0.0652 4.3957 -0.5356
C -0.25758 0.37390 0.03707 1.1614 -7.1494 0.4813
C -1.54703 -0.40454 0.06635 1.8865 0.8011 -2.6024
H -2.22824 0.27105 0.46371 -1.7466 1.0172 0.2975
H 2.98015 -0.50509 -0.02332 -0.0551 -1.1333 -0.4300
H -1.72783 -0.73415 -0.98429 -0.2564 0.8562 0.5369
H 1.05619 1.62911 -0.25743 0.9046 0.1711 0.1074
H -1.59302 -1.31364 0.55097 0.6459 -1.6462 1.6962

10
Properties=species:S:1:pos:R:3:forces:R:3 method="wB97M-V/def2-TZVPD" total_charge=0 smiles="CN(O)C=O"
O -0.07389 -1.10722 2.09848 -0.7407 1.5652 -0.9756
O -0.20524 -1.57006 -0.52098 0.0188 0.3843 1.5176
N -0.17696 -0.24809 -0.00708 0.6004 0.3002 -2.0604
C 0.25658 0.77075 -1.06066 -0.4850 0.9428 2.0695
C -0.17669 -0.13291 1.34194 0.5600 1.3400 0.0740
H -0.30672 1.03677 1.58449 0.4557 -2.4884 0.1465
H -0.33522 -2.05086 0.34593 0.2689 0.0649 -0.9258
H 0.38300 1.72989 -0.45062 0.1316 -1.2440 -0.8230
H 1.22997 0.55320 -1.60774 -1.4313 -0.1939 0.9157
H -0.59481 1.01854 -1.72377 0.6216 -0.6712 0.0616

In the order shown, the computed E_HOMO values come out to -9.20, -9.35 eV.